1.
{
  "formula": "C12H17PS",
  "method": "ωB97M-V with the def2-TZVPD basis set",
  "species": ["S", "P", "C", "C", "C", "C", "C", "C", "C", "C", "C", "C", "C", "C", "H", "H", "H", "H", "H", "H", "H", "H", "H", "H", "H", "H", "H", "H", "H", "H", "H"],
  "xyz": [[-0.320, 2.543, 1.638], [-0.038, 1.212, 0.201], [4.123, -0.981, 0.398], [-0.235, 1.752, -1.609], [-3.100, -1.540, 1.363], [1.623, 0.357, 0.292], [-1.361, 0.871, -2.175], [3.587, -0.405, 1.566], [-2.250, 0.439, -1.006], [2.299, 0.207, 1.531], [2.081, -0.408, -0.773], [-1.325, -0.143, 0.003], [3.277, -1.079, -0.759], [-2.001, -0.407, 1.338], [-2.564, 0.505, 1.598], [-0.437, 2.765, -1.714], [1.528, -0.567, -1.702], [-2.053, 1.557, -2.719], [-3.051, -0.203, -1.457], [0.715, 1.790, -2.082], [5.112, -1.395, 0.362], [2.153, 0.988, 2.325], [-3.170, -1.809, 2.428], [-1.093, -0.705, 1.962], [4.171, -0.433, 2.432], [-2.627, 1.292, -0.562], [-2.933, -2.494, 0.822], [-0.859, -1.033, -0.319], [-4.060, -1.127, 0.996], [3.717, -1.559, -1.644], [-0.909, 0.009, -2.733]],
  "atomic_forces_ev_per_a": [[0.1, -0.7, -0.8], [0.6, 0.2, -0.7], [-2.3, 0.1, -0.3], [0.1, -1.3, 1.4], [0.4, 0.4, 0.2], [-0.7, -0.9, 1.5], [-0.2, 1.1, -0.5], [-1.2, -0.4, -2.5], [1.1, -2.1, -2.4], [1.7, 2.3, -0.5], [-0.5, -0.6, -1.3], [-0.8, 0.7, 1.4], [2.4, 0.4, 1.4], [0.5, -1.4, -0.1], [0.9, -0.2, 0.7], [-1.1, 2.0, 0.6], [-0.3, 0.6, 0.3], [0.9, -0.9, -0.7], [0.5, 0.3, 1.0], [1.0, -1.0, -0.6], [0.3, -0.2, 0.2], [-0.7, -1.3, -0.5], [-0.5, 0.0, -0.4], [-1.7, 0.7, 0.2], [0.6, 0.3, 1.3], [-1.4, 1.9, 0.7], [0.4, 0.7, 0.0], [0.8, -1.0, -0.6], [0.4, -0.3, 0.3], [-0.6, 0.1, 0.3], [-0.9, 0.8, 0.2]],
  "e_tot_ha": -1206.975953,
  "max_force_ev_per_a": 3.33,
  "smiles": "CC[C@H]1CCC[P@]1(=S)c1ccccc1",
  "relative_energy_ev": 0.000,
  "homo_lumo_gap_ev": 8.99
}

=====

2.
{
  "formula": "C21H21N3O4",
  "method": "ωB97M-V with the def2-TZVPD basis set",
  "species": ["O", "O", "O", "O", "N", "N", "N", "C", "C", "C", "C", "C", "C", "C", "C", "C", "C", "C", "C", "C", "C", "C", "C", "C", "C", "C", "C", "C", "H", "H", "H", "H", "H", "H", "H", "H", "H", "H", "H", "H", "H", "H", "H", "H", "H", "H", "H", "H", "H"],
  "xyz": [[-0.561, 1.040, -1.503], [-1.205, -1.910, 1.891], [1.093, -0.279, 2.368], [2.613, -1.592, -1.121], [0.069, -1.094, -1.563], [-2.853, 0.906, -1.995], [-2.880, -2.966, -2.165], [1.774, 0.602, -1.026], [-2.330, -2.704, 1.599], [2.861, -0.286, -0.886], [-1.279, 2.194, 1.222], [-1.276, -1.023, -1.824], [-2.379, 1.436, 0.851], [1.468, -1.616, 2.103], [3.667, -2.519, -1.018], [-3.525, 2.060, 0.106], [3.204, 2.456, -0.438], [-2.351, 0.064, 1.070], [-2.121, -2.112, -2.031], [0.461, 0.121, -1.374], [-1.242, -0.573, 1.611], [1.967, 1.964, -0.801], [-3.160, 2.185, -1.387], [-0.157, 1.574, 1.733], [4.268, 1.582, -0.296], [-0.096, 0.195, 1.899], [4.101, 0.227, -0.519], [-1.654, 0.312, -1.765], [5.240, 1.954, -0.009], [4.077, -2.555, -0.004], [-2.546, -2.731, 0.527], [1.124, 2.629, -0.910], [4.469, -2.299, -1.729], [3.226, -3.485, -1.261], [0.952, -2.318, 2.761], [-3.221, -0.520, 0.807], [1.277, -1.886, 1.062], [0.721, 2.142, 1.996], [2.540, -1.652, 2.302], [-1.288, 3.264, 1.085], [-4.425, 1.449, 0.207], [4.948, -0.430, -0.401], [-3.622, 0.251, -2.038], [-2.279, 2.819, -1.497], [-3.738, 3.058, 0.492], [-3.990, 2.626, -1.945], [3.338, 3.512, -0.265], [-2.066, -3.707, 1.932], [-3.215, -2.364, 2.147]],
  "atomic_forces_ev_per_a": [[-0.4, 0.1, -0.2], [0.3, 0.5, 0.1], [-0.4, 0.3, 0.2], [0.0, 0.3, 0.0], [0.5, 0.2, 0.1], [0.3, 0.0, 0.0], [-0.3, -0.3, -0.1], [0.3, 0.3, 0.1], [-0.2, -0.2, -0.1], [-0.1, 0.2, 0.0], [-0.1, -0.1, 0.1], [0.0, 1.7, 0.1], [-0.1, 0.1, 0.3], [0.2, -0.4, 0.0], [0.2, -0.1, 0.0], [0.2, 0.0, -0.2], [0.1, 0.1, 0.0], [0.0, 0.0, 0.1], [-0.3, -0.3, 0.0], [-0.2, -1.2, -0.1], [0.1, -0.1, 0.1], [0.0, -0.2, 0.0], [-0.3, 0.2, 0.3], [0.0, -0.2, 0.1], [-0.1, 0.1, 0.0], [0.0, 0.1, 0.0], [0.1, -0.3, 0.0], [-0.1, -1.2, -0.4], [0.1, 0.0, 0.0], [0.0, 0.0, 0.0], [0.0, 0.0, 0.1], [-0.1, 0.1, 0.0], [0.0, 0.0, 0.0], [0.1, 0.0, 0.0], [0.1, 0.1, -0.1], [-0.1, -0.1, 0.0], [0.0, 0.0, 0.0], [0.1, 0.0, 0.0], [0.0, 0.0, 0.0], [0.0, 0.2, 0.0], [-0.1, 0.0, 0.0], [0.0, -0.1, 0.0], [0.1, 0.0, -0.1], [-0.1, 0.1, 0.0], [-0.1, 0.0, 0.0], [0.1, 0.1, 0.0], [0.0, 0.1, 0.0], [-0.1, 0.0, 0.0], [0.0, 0.0, 0.0]],
  "e_tot_ha": -1278.019597,
  "max_force_ev_per_a": 1.69,
  "smiles": "COc1ccc(CCNc2oc(-c3ccccc3OC)nc2C#N)cc1OC",
  "relative_energy_ev": 3.992,
  "homo_lumo_gap_ev": 8.20
}

=====

3.
{
  "formula": "C3H2F3I",
  "method": "ωB97M-V with the def2-TZVPD basis set",
  "species": ["I", "F", "F", "F", "C", "C", "C", "H", "H"],
  "xyz": [[2.524, -0.745, 0.594], [-1.169, -0.788, 1.615], [1.468, 1.373, -1.091], [-2.565, -1.223, 0.022], [-1.406, -0.633, 0.282], [1.044, 0.696, 0.007], [-0.461, -0.167, -0.530], [-0.524, 0.006, -1.696], [1.088, 1.482, 0.797]],
  "atomic_forces_ev_per_a": [[-0.2, 0.0, -0.1], [-0.3, 0.5, -1.3], [-0.1, -0.3, -0.5], [0.7, 0.6, -0.4], [1.1, -0.9, 1.3], [-2.1, -1.2, -0.5], [2.2, 2.9, -1.2], [-0.2, -0.7, 2.8], [-1.1, -1.1, -0.2]],
  "e_tot_ha": -712.716768,
  "max_force_ev_per_a": 3.86,
  "smiles": "FC(F)=C[C@H](F)I",
  "relative_energy_ev": 2.054,
  "homo_lumo_gap_ev": 10.00
}

=====

4.
{
  "formula": "CH7O2S",
  "method": "ωB97M-V with the def2-TZVPD basis set",
  "species": ["S", "O", "O", "C", "H", "H", "H", "H", "H", "H", "H"],
  "xyz": [[-0.141, 0.090, 0.746], [2.115, 1.028, -1.680], [-0.709, -2.625, -0.014], [-1.069, 1.603, 0.334], [-0.478, 2.338, -0.218], [1.658, 1.358, -0.893], [1.683, 0.176, -1.805], [-1.420, 2.089, 1.261], [-0.507, -3.303, 0.649], [-2.021, 1.371, -0.167], [-0.542, -1.749, 0.477]],
  "atomic_forces_ev_per_a": [[0.7, 1.1, 0.2], [0.1, 0.2, -0.2], [0.2, -0.4, 0.8], [-0.9, -0.1, 0.8], [-0.2, -0.1, -0.2], [0.0, -0.3, 0.1], [-0.1, 0.0, 0.2], [0.4, 0.0, -0.1], [-0.1, 0.2, -0.3], [0.4, 0.1, -0.4], [-0.5, -0.6, -1.0]],
  "e_tot_ha": -590.995483,
  "max_force_ev_per_a": 1.32,
  "charge": -1,
  "relative_energy_ev": 0.460,
  "homo_lumo_gap_ev": 7.03
}

=====

5.
{
  "formula": "C24H44F2IN3O4P",
  "method": "ωB97M-V with the def2-TZVPD basis set",
  "species": ["I", "P", "F", "F", "O", "O", "O", "O", "N", "N", "N", "C", "C", "C", "C", "C", "C", "C", "C", "C", "C", "C", "C", "C", "C", "C", "C", "C", "C", "C", "C", "C", "C", "C", "C", "H", "H", "H", "H", "H", "H", "H", "H", "H", "H", "H", "H", "H", "H", "H", "H", "H", "H", "H", "H", "H", "H", "H", "H", "H", "H", "H", "H", "H", "H", "H", "H", "H", "H", "H", "H", "H", "H", "H", "H", "H", "H", "H", "H"],
  "xyz": [[-0.988, -0.539, 1.941], [0.282, -4.761, 2.988], [0.584, -6.413, 5.587], [0.813, -2.151, 4.912], [0.495, -3.684, 6.413], [2.644, -5.756, 5.741], [0.377, -3.133, 2.357], [-1.131, -4.334, 3.909], [1.351, -4.416, 4.440], [-1.090, 1.036, -5.071], [-1.863, 4.163, 0.211], [-2.262, 6.244, -1.220], [5.294, -4.949, 3.169], [1.571, -5.557, 5.276], [-1.614, 4.845, 1.467], [4.636, -2.814, 2.269], [-2.449, 3.106, -4.429], [-1.833, -3.335, 3.216], [-1.445, 1.010, -6.478], [-1.488, 4.947, -0.953], [6.905, -2.977, 3.343], [-0.515, 0.156, -7.326], [-0.915, -2.717, 2.084], [-3.130, 3.457, 0.109], [0.849, -3.428, 5.297], [-1.734, 3.939, 2.683], [-4.419, 4.266, 0.299], [0.734, 2.823, -5.241], [1.738, -5.306, 1.838], [3.087, -4.678, 2.181], [-2.121, 1.622, -4.230], [4.055, -5.478, 2.798], [3.403, -3.345, 1.905], [0.272, 1.440, -4.765], [5.574, -3.614, 2.917], [-1.491, 2.022, -6.911], [-4.680, 4.829, -0.597], [-1.154, -3.007, 1.051], [4.821, -1.759, 2.049], [6.004, -5.621, 3.656], [-2.276, 5.714, 1.605], [-1.073, 3.076, 2.597], [-2.582, 3.367, -5.480], [7.693, -3.738, 3.393], [-2.701, -3.777, 2.698], [-3.128, 2.649, 0.844], [7.131, -2.151, 2.656], [2.639, -2.741, 1.412], [0.495, 0.566, -7.367], [-3.384, 3.345, -3.915], [0.369, 3.618, -4.591], [-1.730, 6.840, -1.966], [-3.173, 2.942, -0.855], [-3.042, 1.049, -4.382], [-0.591, 5.235, 1.450], [-1.858, 1.457, -3.181], [-2.364, 6.859, -0.325], [-1.548, 4.313, -1.841], [-0.888, 0.112, -8.351], [-1.453, 4.490, 3.583], [0.101, -6.159, 3.226], [-4.356, 4.962, 1.137], [6.758, -2.525, 4.339], [-2.755, 3.583, 2.829], [-5.251, 3.588, 0.500], [3.822, -6.521, 3.024], [-0.597, -4.983, 1.836], [1.885, -6.395, 1.951], [-1.680, 3.752, -4.008], [1.465, -5.118, 0.788], [-0.427, 5.202, -0.859], [0.417, 3.041, -6.263], [-2.450, 0.587, -6.570], [0.430, 1.365, -3.686], [0.951, 0.695, -5.187], [-0.461, -0.865, -6.944], [1.825, 2.873, -5.220], [-2.124, -2.487, 3.857], [-3.257, 6.049, -1.619]],
  "atomic_forces_ev_per_a": [[-0.1, 0.0, 0.1], [-1.1, -2.0, -3.6], [-0.2, 0.7, -0.7], [0.3, -0.6, -0.9], [0.2, 0.4, 0.3], [0.1, -0.4, 0.0], [-0.1, 0.7, 0.7], [0.4, 1.1, -0.4], [-1.4, 0.6, 0.5], [-0.1, 0.0, 0.2], [0.1, 0.0, -0.3], [0.0, 0.1, -0.2], [-0.6, -0.3, -0.1], [1.4, 0.3, 0.6], [-0.1, -0.1, 0.2], [-0.7, -0.2, -0.1], [-0.1, 0.1, 0.1], [-0.2, 0.5, -0.9], [0.1, 0.0, -0.1], [0.1, 0.1, 0.0], [-1.1, -0.1, 0.2], [0.1, 0.0, 0.0], [1.0, -1.1, 0.3], [-0.1, -0.2, 0.3], [-0.2, -0.9, 1.2], [-0.1, 0.0, 0.0], [-0.1, 0.0, -0.1], [0.1, 0.1, 0.1], [1.1, 0.7, 0.5], [-0.1, -0.7, -0.4], [-0.2, 0.0, 0.1], [0.1, 0.4, 0.1], [-0.2, -0.1, -0.1], [0.3, -0.1, -0.1], [1.1, 0.6, 0.1], [0.0, 0.0, -0.1], [0.0, 0.1, 0.1], [-0.4, 0.2, 0.4], [0.2, -0.3, 0.1], [0.0, 0.4, -0.1], [0.0, 0.1, 0.1], [-0.1, 0.0, 0.0], [0.0, 0.0, 0.0], [0.0, 0.4, -0.1], [0.0, 0.3, 0.3], [0.1, 0.1, 0.0], [0.3, -0.3, 0.1], [0.3, 0.0, 0.2], [0.0, 0.0, 0.0], [0.0, 0.0, 0.0], [-0.1, 0.0, -0.1], [0.0, 0.0, 0.0], [0.2, 0.1, -0.1], [0.1, -0.1, -0.1], [0.0, 0.0, -0.2], [0.1, 0.0, -0.1], [0.0, 0.0, 0.0], [-0.1, -0.1, 0.1], [0.0, 0.0, 0.0], [0.0, 0.0, 0.0], [0.1, 0.4, 1.2], [0.0, 0.0, 0.0], [0.3, -0.2, -0.2], [0.0, 0.0, 0.0], [0.0, 0.0, 0.0], [0.1, 0.3, -0.1], [0.0, -0.3, 0.1], [-0.4, 0.3, 0.0], [0.0, 0.0, -0.1], [0.0, 0.2, 0.4], [0.0, 0.0, 0.1], [0.0, 0.0, 0.0], [0.0, 0.1, 0.2], [-0.2, 0.0, 0.0], [-0.1, 0.0, -0.1], [0.0, 0.0, 0.1], [0.0, 0.0, 0.0], [-0.1, -0.6, 0.1], [0.0, 0.0, 0.1]],
  "e_tot_ha": -2244.919487,
  "max_force_ev_per_a": 4.28,
  "charge": -1,
  "homo_lumo_gap_ev": 7.46
}

=====

6.
{
  "formula": "C6H9N",
  "method": "ωB97M-V with the def2-TZVPD basis set",
  "species": ["N", "C", "C", "C", "C", "C", "C", "H", "H", "H", "H", "H", "H", "H", "H", "H"],
  "xyz": [[-0.163, 0.809, 1.425], [-1.717, -0.112, 0.162], [-0.235, -0.202, -1.997], [1.872, -0.312, 0.583], [-0.486, -0.145, -0.544], [-1.538, 0.649, 1.299], [0.499, 0.171, 0.418], [-1.068, -0.596, -2.598], [2.449, 0.229, 1.342], [0.572, -0.920, -2.251], [2.005, -1.356, 0.895], [0.033, 0.772, -2.429], [0.170, 0.830, 2.375], [2.363, -0.352, -0.405], [-2.543, -0.739, -0.140], [-2.213, 1.274, 1.863]],
  "atomic_forces_ev_per_a": [[-0.4, -0.2, 1.2], [-0.4, 0.9, -0.6], [0.4, -1.7, -1.3], [1.5, -0.3, -0.7], [1.4, -0.3, 1.7], [0.3, -0.7, -0.6], [-1.6, 0.2, -0.6], [-0.1, 0.3, 0.4], [0.0, 0.4, -0.5], [0.0, 0.5, 0.1], [-0.8, -0.1, 0.2], [-0.1, -0.2, 0.3], [0.4, 0.3, -0.1], [0.2, 0.6, 0.5], [-0.7, 1.0, -0.3], [-0.1, -0.6, 0.4]],
  "e_tot_ha": -288.724736,
  "max_force_ev_per_a": 2.17,
  "smiles": "Cc1cc[nH]c1C",
  "relative_energy_ev": 1.559,
  "homo_lumo_gap_ev": 8.43
}